[1]
The following is a quantum chemistry calculation of one molecule with the formula C3H4N2O2 at a distorted geometry, from the OMol25 dataset.

Results
Maximum force   0.1190 hartree/bohr
Gap between HOMO and LUMO   8.95 eV
E   -10247.5253 eV
E_HOMO   -8.49 eV
SMILES   Nc1ncoc1O
Energy above the lowest of the compared OMol25 structures with the same formula, charge and spin   457.3 kJ/mol

CARTESIAN COORDINATES (ANGSTROEM)
C1 0.178 0.645 0.148
C2 -1.708 -0.281 0.057
C3 0.461 -0.601 -0.268
H1 0.342 2.545 -0.220
H2 1.620 1.739 0.824
H3 -2.928 -0.378 -0.207
H4 2.095 -1.800 -0.444
N1 0.999 1.712 -0.163
N2 -1.289 0.871 0.036
O1 -0.747 -1.252 0.025
O2 1.661 -1.093 0.139

Atom charges from the natural (NBO) analysis, given in e for atoms 1 to 4:
1. C 0.19
2. C 0.36
3. C 0.41
4. H 0.39

---

[2]
The following is a quantum chemistry calculation of one molecule with the formula C3H4N2O2 at a distorted geometry, from the OMol25 dataset.

Results
Maximum force   0.1253 hartree/bohr
Gap between HOMO and LUMO   7.75 eV
E   -10248.3605 eV
E_HOMO   -7.50 eV
SMILES   Nc1ncoc1O
Energy above the lowest of the compared OMol25 structures with the same formula, charge and spin   376.7 kJ/mol

CARTESIAN COORDINATES (ANGSTROEM)
C1 -0.601 0.011 -0.115
C2 1.023 1.043 -1.014
C3 0.654 -0.261 0.552
H1 -2.414 -0.212 -0.835
H2 -1.823 -1.671 0.103
H3 1.631 1.723 -1.648
H4 1.292 -0.406 2.467
N1 -1.846 -0.633 0.006
N2 -0.308 1.083 -1.082
O1 1.646 0.360 -0.062
O2 0.746 -1.037 1.628

Atom charges from the natural (NBO) analysis, given in e for atoms 1 to 4:
1. C 0.18
2. C 0.30
3. C 0.41
4. H 0.40

---

[3]
The following is a quantum chemistry calculation of one molecule with the formula C3H4N2O2 at a distorted geometry, from the OMol25 dataset.

Results
Maximum force   0.1170 hartree/bohr
Gap between HOMO and LUMO   9.70 eV
E   -10246.3536 eV
E_HOMO   -9.77 eV
SMILES   O=C1N=CCN1O
Energy above the lowest of the compared OMol25 structures with the same formula, charge and spin   570.4 kJ/mol

CARTESIAN COORDINATES (ANGSTROEM)
C1 0.452 -0.667 0.828
C2 -0.195 0.541 0.153
C3 1.651 0.063 -0.849
N1 1.555 -0.941 0.237
N2 0.473 0.808 -1.132
O1 2.614 0.125 -1.592
O2 -0.681 0.815 -1.938
H1 -0.066 -1.369 1.558
H2 -1.200 0.384 0.018
H3 0.039 1.353 0.877
H4 -1.204 1.338 -1.386

Atom charges from the natural (NBO) analysis, given in e for atoms 1 to 4:
1. C 0.14
2. C -0.34
3. C 0.70
4. N -0.41

---

[4]
The following is a quantum chemistry calculation of one molecule with the formula C3H4N2O2S at a distorted geometry, from the OMol25 dataset.

Results
Maximum force   0.0549 hartree/bohr
Gap between HOMO and LUMO   9.98 eV
E   -21085.5178 eV
E_HOMO   -9.57 eV
Energy above the lowest of the compared OMol25 structures with the same formula, charge and spin   126.8 kJ/mol

CARTESIAN COORDINATES (ANGSTROEM)
C1 0.608 -0.673 0.005
C2 -0.647 -1.127 0.411
C3 -0.789 1.008 0.053
N1 0.484 0.701 -0.141
N2 -1.484 -0.072 0.398
O1 -3.565 1.323 -0.157
O2 -3.754 -1.071 -0.804
S1 -3.604 -0.067 0.291
H1 1.548 -1.121 -0.267
H2 -0.876 -2.157 0.652
H3 -1.047 2.059 -0.119
H4 1.220 1.309 -0.367

Atom charges from the natural (NBO) analysis, given in e for atoms 1 to 4:
1. C -0.11
2. C -0.05
3. C 0.22
4. N -0.49

---

[5]
The following is a quantum chemistry calculation of one molecule with the formula C3H4N2O2S at a distorted geometry, from the OMol25 dataset.

Results
Maximum force   0.0574 hartree/bohr
Gap between HOMO and LUMO   9.51 eV
E   -21084.3808 eV
E_HOMO   -9.21 eV
SMILES   Nc1cc(=O)on1S
Energy above the lowest of the compared OMol25 structures with the same formula, charge and spin   236.5 kJ/mol

CARTESIAN COORDINATES (ANGSTROEM)
C1 0.007 -0.537 -0.135
C2 -0.955 -0.345 0.810
C3 -1.527 0.939 0.435
H1 0.832 -2.411 0.263
H2 1.664 -1.429 -0.857
H3 -1.339 -1.029 1.541
H4 1.868 1.737 0.107
N1 0.785 -1.636 -0.409
N2 0.144 0.530 -0.997
O1 -2.513 1.511 0.877
O2 -0.738 1.539 -0.540
S1 1.771 1.131 -1.097

Atom charges from the natural (NBO) analysis, given in e for atoms 1 to 4:
1. C 0.38
2. C -0.48
3. C 0.72
4. H 0.41

---

[6]
The following is a quantum chemistry calculation of one molecule with the formula C3H4N2O2S at a distorted geometry, from the OMol25 dataset.

Results
Maximum force   0.0662 hartree/bohr
Gap between HOMO and LUMO   8.97 eV
E   -21084.5934 eV
E_HOMO   -9.38 eV
SMILES   O=CN(C=O)NC=S
Energy above the lowest of the compared OMol25 structures with the same formula, charge and spin   216.0 kJ/mol

CARTESIAN COORDINATES (ANGSTROEM)
C1 -1.010 0.679 0.704
C2 0.796 -1.520 -0.193
C3 0.715 -0.107 -2.176
H1 -1.695 0.041 0.198
H2 0.905 1.100 0.755
H3 0.972 -2.190 -1.078
H4 0.466 0.927 -2.538
N1 0.233 0.949 -0.019
N2 0.579 -0.267 -0.747
O1 0.693 -1.771 0.963
O2 0.992 -1.019 -2.874
S1 -1.426 1.460 2.082

Atom charges from the natural (NBO) analysis, given in e for atoms 1 to 4:
1. C -0.10
2. C 0.52
3. C 0.55
4. H 0.19

---

[7]
The following is a quantum chemistry calculation of a 2-piece molecular cluster, C3H4N2O3 overall at a distorted geometry, from the OMol25 dataset.

Results
Maximum force   0.0841 hartree/bohr
Gap between HOMO and LUMO (spin up / spin down)   8.56 / 8.56 eV
E   -12293.0447 eV
E_HOMO (spin up / spin down)   -8.14 / -8.15 eV
Energy above the lowest of the compared OMol25 structures with the same formula, charge and spin   574.2 kJ/mol

CARTESIAN COORDINATES (ANGSTROEM)
C1 1.169 0.576 0.719
C2 1.467 -0.711 0.421
C3 -0.680 -0.534 0.480
N1 -0.202 0.647 0.828
N2 -1.351 0.112 -1.564
O1 -1.499 -0.564 -2.559
O2 -1.404 1.334 -1.408
O3 0.332 -1.440 0.448
H1 1.841 1.272 1.234
H2 2.346 -1.218 0.123
H3 -1.474 -1.034 1.000
H4 -0.546 1.559 0.277

Atom charges from the natural (NBO) analysis, given in e for atoms 1 to 4:
1. C -0.11
2. C 0.07
3. C 0.39
4. N -0.60

---

[8]
The following is a quantum chemistry calculation of C3H4N2O3 as an isolated structure at a distorted geometry, from the OMol25 dataset.

Results
Maximum force   0.1493 hartree/bohr
Gap between HOMO and LUMO   9.04 eV
E   -12290.6364 eV
E_HOMO   -9.26 eV
Energy above the lowest of the compared OMol25 structures with the same formula, charge and spin   806.5 kJ/mol

CARTESIAN COORDINATES (ANGSTROEM)
C1 0.166 -1.261 0.525
C2 -0.790 -0.293 0.876
C3 -0.498 0.729 -0.483
H1 0.956 -3.028 0.048
H2 -1.655 -0.400 1.588
H3 -2.074 1.886 -0.320
H4 1.116 2.278 -0.372
N1 -1.100 1.916 -0.677
N2 0.712 0.436 -1.034
O1 0.412 -2.540 1.004
O2 1.825 1.288 -0.494
O3 0.931 -1.010 -0.662

Atom charges from the natural (NBO) analysis, given in e for atoms 1 to 4:
1. C 0.60
2. C -0.47
3. C 0.40
4. H 0.51

---

[9]
The following is a quantum chemistry calculation of one molecule with the formula C3H4N2O3 at a distorted geometry, from the OMol25 dataset.

Results
Maximum force   0.1481 hartree/bohr
Gap between HOMO and LUMO   8.25 eV
E   -12295.4487 eV
E_HOMO   -8.37 eV
SMILES   O=c1[nH]c(O)c(O)[nH]1
Energy above the lowest of the compared OMol25 structures with the same formula, charge and spin   342.2 kJ/mol

CARTESIAN COORDINATES (ANGSTROEM)
C1 0.516 0.747 0.466
C2 -0.787 0.012 -1.414
C3 0.062 -0.543 0.737
H1 2.010 1.335 1.562
H2 -0.310 2.140 -1.132
H3 -1.459 -1.683 -0.325
H4 -0.458 -2.026 1.727
N1 0.036 0.967 -0.937
N2 -0.651 -0.976 -0.444
O1 1.785 1.543 0.632
O2 -1.267 -0.086 -2.527
O3 0.522 -1.430 1.654

Atom charges from the natural (NBO) analysis, given in e for atoms 1 to 4:
1. C 0.27
2. C 0.74
3. C 0.34
4. H 0.48

---

[10]
The following is a quantum chemistry calculation of one molecule with the formula C3H4N2O3 at a distorted geometry, from the OMol25 dataset.

Results
Maximum force   0.0577 hartree/bohr
Gap between HOMO and LUMO   9.44 eV
E   -12296.4048 eV
E_HOMO   -9.95 eV
SMILES   NC(=O)/C(C=O)=N/O
Energy above the lowest of the compared OMol25 structures with the same formula, charge and spin   250.0 kJ/mol

CARTESIAN COORDINATES (ANGSTROEM)
C1 0.468 -0.144 -1.159
C2 -0.248 0.123 0.122
C3 -0.213 -0.950 1.134
H1 1.266 0.802 -2.696
H2 0.642 1.854 -1.489
H3 -1.166 -1.100 1.629
H4 -1.879 2.142 1.688
N1 1.013 0.921 -1.722
N2 -0.857 1.244 0.314
O1 0.629 -1.267 -1.641
O2 0.689 -1.731 1.278
O3 -1.317 1.370 1.630

Atom charges from the natural (NBO) analysis, given in e for atoms 1 to 4:
1. C 0.62
2. C 0.00
3. C 0.38
4. H 0.40

---

- Look up the E of the seventh one.
  -12293.0447 eV

---

- Among the records above, which one has the highest E?
  number 3

---

- Number 9 is which compound?
  C3H4N2O3